No. 1
Here is C6H14N3O6P in the gas phase in a non-equilibrium geometry from the Open Molecules 2025 dataset. Energies are from ωB97M-V/def2-TZVPD.

```
! wB97M-V def2-TZVPD RIJCOSX def2/J DEFGRID3
* xyz 0 1
P 2.77801 -0.26376 -0.68222
O 3.71957 -0.96386 0.42494
O 1.59511 -1.46291 -1.12075
O 2.82647 2.82951 -1.56470
O 3.79373 -0.00088 -2.07020
O 2.14973 1.16866 0.07065
O 0.46671 2.76447 -1.17081
N -1.49819 0.39655 3.03955
N -0.02184 -1.58004 2.88069
N -2.22368 -1.43871 1.37631
C 1.80784 2.22467 -0.89161
C -1.47191 -1.21308 0.05409
C -1.29657 -0.82769 2.44607
C -2.25319 -0.15153 -0.94983
C -0.60119 2.01001 -0.50721
C -1.09766 0.84440 -1.55653
H -0.36387 1.63531 0.57377
H -0.70917 0.56203 3.73416
H -2.25546 -2.47829 1.46739
H -1.28596 -2.22449 -0.52716
H -1.57376 1.38119 -2.50848
H -1.52239 2.76129 -0.39751
H 1.49612 -2.05612 -0.29723
H -0.44239 -0.68965 0.32545
H -0.08519 -2.55509 2.49959
H 3.25572 0.42006 -2.81957
H -0.13230 0.30716 -1.94399
H -2.69276 -0.75546 -1.86202
H 0.75004 -1.07922 2.34545
H -3.11157 0.43544 -0.36830
*
```

The calculation puts the HOMO energy at -10.21 eV. For the total energy, the calculation gives -32489.19375 eV. For the lowest unoccupied orbital energy, the calculation gives -0.97 eV. The frontier orbital gap comes out at 0.339 Ha.

No. 2
Here is a molecular structure, C10H3Co2NO7 in a non-equilibrium geometry from the Open Molecules 2025 dataset. Energies are from ωB97M-V/def2-TZVPD.

```
! wB97M-V def2-TZVPD RIJCOSX def2/J DEFGRID3
* xyz -2 1
Co -0.22901 -1.89331 -0.46077
Co 2.05413 0.28159 0.23957
O 2.59190 3.05750 -0.64489
O 1.53789 -3.83266 -1.71018
O -2.96197 -1.81407 -1.58943
O 1.94925 0.13545 3.17568
O -3.17068 2.77423 0.56450
O 4.09893 -1.63136 -0.57788
O -0.30280 -2.68412 2.37297
N -5.20369 4.02633 0.86335
C -1.89487 -1.88594 -1.13579
C 2.02430 0.21572 2.01757
C 0.78262 -0.30814 -1.05935
C -0.04497 0.27945 -0.04775
C -4.18293 3.39583 0.71337
C -1.10447 1.10105 -0.02225
C 2.42758 1.96951 -0.27592
C -0.30291 -2.40052 1.24459
C 0.79890 -3.08709 -1.20750
C 3.32028 -0.83563 -0.24105
H -1.23779 1.84653 0.78276
H -1.63471 1.13433 -0.97280
H 0.68501 0.15533 -2.02881
*
```

The calculation puts the HOMO energy at -1.55 eV. For the total energy, the calculation gives -101492.21276 eV. For the lowest unoccupied orbital energy, the calculation gives 4.72 eV. The frontier orbital gap comes out at 0.230 Ha.

No. 3
Here is 2 unconnected molecules or ions with the total composition C3H9NOS from the Open Molecules 2025 dataset. Energies are from ωB97M-V/def2-TZVPD.

```
! wB97M-V def2-TZVPD RIJCOSX def2/J DEFGRID3
* xyz 0 1
S -2.05989 0.44519 0.46532
O 1.35723 -0.41465 -1.95988
N 0.63901 -2.36782 -0.99578
C 0.61471 -1.36148 -1.91441
C 0.46784 1.16095 1.39456
C -0.87893 1.74919 0.99779
H 0.29974 0.31028 2.05224
H -0.23096 -1.48615 -2.61854
H -1.36828 2.27912 1.82010
H 1.05452 -2.31937 -0.08261
H -1.27978 0.03292 -0.54204
H 1.09281 1.87478 1.92435
H -0.81568 2.45619 0.17127
H 1.00941 0.82866 0.50570
H 0.09825 -3.18782 -1.21807
*
```

The calculation puts the HOMO energy at -9.00 eV. For the total energy, the calculation gives -17629.84875 eV. For the lowest unoccupied orbital energy, the calculation gives 0.76 eV. The frontier orbital gap comes out at 0.358 Ha. As for the energy above the lowest of the compared OMol25 structures with the same formula, charge and spin: 8.2 kcal/mol.

No. 4
Here is 2 unconnected molecules or ions with the total composition ClFO3S in a non-equilibrium geometry from the Open Molecules 2025 dataset. Energies are from ωB97M-V/def2-TZVPD.

```
! wB97M-V def2-TZVPD RIJCOSX def2/J DEFGRID3
* xyz 0 1
Cl -3.26035 0.16856 0.19097
S 0.98199 0.13517 0.10680
F 1.38379 -1.05249 -1.01222
O 0.99564 1.45181 -0.42251
O 1.84609 -0.13194 1.21907
O -1.94716 -0.57111 -0.08210
*
```

The calculation puts the HOMO energy (alpha / beta) at -9.59 / -9.58 eV. For the total energy, the calculation gives -32210.76096 eV. For the lowest unoccupied orbital energy (alpha / beta), the calculation gives -4.93 / -4.94 eV. The frontier orbital gap (alpha / beta) comes out at 0.171 / 0.171 Ha. As for the energy above the lowest of the compared OMol25 structures with the same formula, charge and spin: 40.6 kcal/mol.

No. 5
Here is C12H16Si in the gas phase in a non-equilibrium geometry from the Open Molecules 2025 dataset. Energies are from ωB97M-V/def2-TZVPD.

```
! wB97M-V def2-TZVPD RIJCOSX def2/J DEFGRID3
* xyz 0 1
Si 1.01374 1.60725 -0.61110
C 1.00548 -2.40502 0.54789
C -0.31376 -2.11829 1.13852
C -0.76285 -0.77639 0.68887
C -2.73366 -2.73920 1.00169
C 1.29982 1.41615 -2.49331
C -3.03368 -1.38087 0.95973
C -1.47182 -3.14228 1.11148
C 1.48092 -1.21893 0.02794
C 0.58150 -0.12830 0.05408
C -2.05698 -0.44656 0.73183
C -0.53320 2.64285 -0.29815
C 2.60839 2.49358 0.11955
H -1.02477 -4.11066 0.95374
H -1.32278 2.63886 -1.15052
H -0.40434 3.72125 0.05216
H -1.10405 2.24260 0.48276
H -0.01748 -2.18226 2.16482
H 1.38386 -3.43209 0.56448
H 2.61466 3.38801 -0.49109
H -2.37399 0.61326 0.57387
H -4.04672 -0.92084 0.79490
H 3.54171 2.07238 -0.08869
H 0.53175 0.67824 -2.88496
H 2.31535 0.91685 -2.53260
H -3.60966 -3.39603 1.04624
H 1.30168 2.22486 -3.25468
H 2.62217 2.77580 1.12226
H 2.50869 -1.03419 -0.33173
*
```

The calculation puts the HOMO energy (alpha / beta) at -7.08 / -7.21 eV. For the total energy, the calculation gives -20577.92799 eV. For the lowest unoccupied orbital energy (alpha / beta), the calculation gives -0.40 / -0.31 eV. The frontier orbital gap (alpha / beta) comes out at 0.245 / 0.254 Ha. As for the energy above the lowest of the compared OMol25 structures with the same formula, charge and spin: 92.1 kcal/mol.

No. 6
Here is C15H18BrFN4O3 in the gas phase in a non-equilibrium geometry from the Open Molecules 2025 dataset. Energies are from ωB97M-V/def2-TZVPD.

```
! wB97M-V def2-TZVPD RIJCOSX def2/J DEFGRID3
* xyz 0 1
Br -5.04623 -0.61853 -6.10590
F 0.05800 -1.57960 -5.63555
O 1.69940 -1.60465 -1.52697
O -1.71627 -1.02372 0.83609
O 1.87467 1.52839 -0.02630
N 0.00204 -2.00734 -2.96982
N 0.06094 0.12470 0.05553
N -0.04179 -0.21179 -1.36214
N -0.40914 0.15477 2.28771
C -2.43162 -1.51920 -2.96647
C -0.82553 -0.20873 1.03036
C 1.07944 0.87523 0.63094
C -2.21134 -1.05047 -5.71004
C -1.17356 -1.65548 -3.62784
C -0.33413 3.17285 2.15520
C 0.68298 2.20479 2.87764
C -3.55519 -1.16136 -3.67719
C 1.69778 -0.28567 4.37035
C 0.58902 -1.30670 -1.90643
C 1.93485 -0.13747 2.86452
C -3.45406 -0.98183 -5.04777
C -1.10223 -1.43686 -4.97721
C 0.88366 0.80637 2.18454
C 3.39482 0.36634 2.73644
H 3.64399 0.71499 1.71769
H -2.13276 -0.92138 -6.77253
H 0.64823 -0.48000 4.56746
H 3.57311 1.20817 3.39215
H 4.05228 -0.41964 3.03024
H -2.56592 -1.68980 -1.89830
H 2.29367 -1.10071 4.81668
H 1.67373 2.67336 2.86699
H 0.35719 2.03455 3.90116
H 1.92553 -1.14557 2.41093
H 0.68930 -2.53718 -3.49145
H -4.50348 -1.05245 -3.15097
H 1.99840 0.64896 4.90993
H -0.57169 -0.55021 3.00209
H -0.20148 4.18410 2.57796
H -0.95518 -0.10497 -1.77232
H -0.22749 3.27422 1.06892
H -1.35397 2.81950 2.33369
*
```

The calculation puts the HOMO energy at -9.12 eV. For the total energy, the calculation gives -100710.21144 eV. For the lowest unoccupied orbital energy, the calculation gives 0.45 eV. The frontier orbital gap comes out at 0.352 Ha. As for the energy above the lowest of the compared OMol25 structures with the same formula, charge and spin: 0.7 kcal/mol.